1.
Entry from OMol25: C13H22BFNO5PS in the gas phase at a distorted geometry (ωB97M-V with the def2-TZVPD basis set).

Geometry as ORCA input:
```
! wB97M-V def2-TZVPD RIJCOSX def2/J DEFGRID3
* xyz 0 1
S 0.88745 2.97144 -1.26613
P 2.69539 0.47902 0.79831
F -0.27231 -3.47500 2.34704
O -1.28857 0.04605 -2.42439
O -0.60758 0.76275 1.16368
O 2.10746 -2.78983 0.78805
O -2.71907 0.58263 -0.38965
O 1.63449 -1.15337 -0.96380
N 2.30132 0.73789 2.33212
C 1.54228 3.68639 0.31921
C 0.14118 -5.38415 -0.22267
C 0.85145 5.10876 0.68778
C -2.33515 0.75091 -3.16343
C 1.30229 -2.04558 0.16258
C -0.88917 -2.71534 -0.83146
C -0.23094 -0.15448 0.10540
C 1.51444 1.25473 -1.58107
C -0.48229 -4.28746 -0.63557
C -2.50215 -2.57881 1.79226
C -0.30912 -1.77973 0.39444
C 1.25806 0.17880 -0.41190
C -0.89862 -2.24547 1.83133
B -1.43917 0.17949 -0.99373
H 1.13947 0.87098 -2.61946
H -0.40196 -2.43636 -1.85519
H -3.26012 0.05610 -3.31046
H -2.67338 1.74134 -2.68745
H 1.14329 5.92315 -0.07795
H 0.75851 -6.24351 0.25423
H -2.67462 1.57661 -0.34981
H 2.67752 3.84767 0.22924
H 3.43825 1.63112 0.34056
H -0.28972 5.03792 0.83310
H 2.65375 1.69320 2.54729
H -0.77062 -1.47185 2.67283
H 3.62246 -0.64485 0.77539
H 1.30544 5.41994 1.71901
H -0.25989 0.49964 2.04767
H -2.55906 -3.72438 1.57208
H -2.03500 -2.70970 -0.90165
H -1.96555 1.01436 -4.23785
H -3.01259 -2.43283 2.81891
H 2.67324 1.33895 -1.70667
H -3.04520 -2.06028 0.91864
H 1.27412 2.94313 1.17914
*
```

Results
frontier orbital gap: 8.9 eV
E: -1803.519177 Eh
SMILES: C#CC[C@@]1([C@@H](C)F)C(=O)O[C@](CSCC)([PH2]=N)[C@@]1(O)B(O)OC
E_LUMO: 0.29 eV
M: 365.2 g/mol

***

2.
Entry from OMol25: a 3-piece molecular cluster, C13H22BN2O2S overall at a distorted geometry (ωB97M-V with the def2-TZVPD basis set).

Geometry as ORCA input:
```
! wB97M-V def2-TZVPD RIJCOSX def2/J DEFGRID3
* xyz -1 1
S -2.93777 -1.33522 2.19872
O 2.76722 -0.60959 2.94919
O 4.17591 -1.92311 3.94645
N -1.41037 2.44324 -1.03926
N -0.28372 -0.99151 -2.52376
C 0.89597 -2.34984 -3.81475
C 0.57203 -1.03853 -3.59094
C -0.43933 0.12740 2.72944
C -1.78269 4.25886 -2.24695
C 1.52288 0.37304 1.09588
C -2.96345 3.46687 -2.23539
C -2.70124 2.35509 -1.47983
C 2.88274 -0.05280 1.64165
C -0.84429 3.60036 -1.49780
C 0.35633 -0.50868 1.59772
C -0.51547 -2.25916 -2.06905
C 0.20370 -3.12647 -2.84594
C 3.40879 -1.76604 3.10580
B -1.43178 -1.02781 3.38797
H 0.17288 3.85362 -1.25213
H -1.88609 -0.63842 4.44406
H -3.89758 3.68921 -2.72369
H 0.69891 -1.49140 1.87241
H 0.23097 -4.19734 -2.73286
H -1.16970 -2.43263 -1.23075
H 0.19193 0.60711 3.46935
H 1.54258 0.29804 0.01115
H 1.55469 -2.71253 -4.58659
H 1.34833 1.41521 1.31152
H -2.35805 -1.86520 1.10649
H 3.15069 -2.61149 2.46245
H -1.64030 5.20321 -2.74591
H -1.10656 0.86088 2.28268
H -3.31812 1.51210 -1.21680
H -0.94723 1.75930 -0.46249
H 3.37873 -0.71478 0.93922
H 0.87554 -0.13724 -4.09595
H -0.67990 -0.15357 -2.13605
H 3.49754 0.83295 1.70917
H -0.31550 -0.65158 0.76137
H -0.79921 -2.06153 3.50419
*
```

Results
frontier orbital gap: 6.8 eV
energy above the lowest of the compared OMol25 structures with the same formula, charge and spin: 0.0 kcal/mol
E: -1191.603887 Eh
E_LUMO: 2.73 eV
M: 281.2 g/mol

***

3.
Entry from OMol25: C13H22Cl5N8NaS2 as an isolated structure (ωB97M-V with the def2-TZVPD basis set).

Geometry as ORCA input:
```
! wB97M-V def2-TZVPD RIJCOSX def2/J DEFGRID3
* xyz 0 1
Cl 3.49691 -2.05956 -5.65082
Cl 4.92757 0.18696 -4.03734
Cl -0.49884 -2.18370 -1.98342
Cl 0.78860 -3.22593 -4.64163
Cl 3.65291 1.27097 -1.39219
S 2.12778 0.00190 3.00446
S -1.73291 2.11675 -1.71196
Na -0.25036 0.02661 -0.42557
N -3.24927 0.45311 1.01762
N -1.81233 -3.09154 2.54420
N -1.22097 3.04349 0.76289
N -0.59309 1.85267 1.12640
N -2.90987 -1.84476 0.91622
N -3.80423 -0.78792 -0.94031
N -2.42872 4.39308 -0.59539
N -0.78496 -1.19746 1.55608
C -1.77261 -2.00056 1.71124
C 1.59090 -2.00036 -3.73247
C 3.43903 -0.46547 -3.45564
C 1.09216 -1.48992 -2.53623
C -0.58838 -3.49862 3.20630
C 3.24095 -0.51384 1.68828
C 1.66910 -0.52573 -1.75981
C 2.79923 -1.47194 -4.18668
C -3.04961 -3.56895 3.15302
C 2.84669 -0.02110 -2.27586
C -3.29591 -0.62854 0.34254
C 3.27354 0.89179 4.06791
C -1.77022 3.21282 -0.45522
H -3.26483 -1.41819 -1.51909
H -0.35842 -2.87461 4.07741
H 3.73667 1.71928 3.52981
H -3.32741 -2.67548 0.53450
H 3.71331 0.34921 1.21971
H 3.99803 -1.20109 2.06416
H -1.25992 1.21577 1.56367
H 0.24900 -3.45263 2.51141
H -1.58519 3.61924 1.50256
H 0.19244 2.03886 1.73437
H 2.70668 1.29008 4.90846
H -3.99126 0.08330 -1.41288
H -2.17478 5.17485 -0.00950
H -3.50722 1.23304 0.41964
H -0.06480 -1.32844 2.25875
H -3.88981 -2.96519 2.82641
H 4.04959 0.23033 4.45278
H -3.23762 -4.61484 2.89667
H -0.69714 -4.52999 3.53876
H -2.98407 -3.49081 4.24191
H 2.64041 -1.01044 0.92364
H -2.73127 4.61008 -1.52707
*
```

Results
frontier orbital gap: 7.8 eV
energy above the lowest of the compared OMol25 structures with the same formula, charge and spin: 2.0 kcal/mol
E: -4206.292202 Eh
E_LUMO: -0.07 eV
M: 554.8 g/mol

***

4.
Entry from OMol25: a 2-piece molecular cluster, C13H22FN overall at a distorted geometry (ωB97M-V with the def2-TZVPD basis set).

Geometry as ORCA input:
```
! wB97M-V def2-TZVPD RIJCOSX def2/J DEFGRID3
* xyz 0 1
F -1.90555 -1.27163 1.95421
N -2.97302 -0.11713 0.31228
C 1.24687 1.16573 1.68563
C -1.60056 -1.10841 -1.73528
C 0.70282 -0.29738 1.36783
C -1.01857 -1.21452 -0.32648
C -2.06587 -0.82429 0.63983
C 2.07303 -0.98358 1.09670
C 2.46023 -0.10713 -0.09955
C -2.30661 3.23850 -0.86312
C 2.33316 1.28428 0.69222
C 1.18351 -0.20891 -1.01656
C 0.00633 -0.16154 -0.02277
C -1.39530 2.68810 0.08190
C -0.42733 -2.67676 0.01699
H -0.33762 -3.48689 -0.76169
H 2.13424 2.16323 -0.10088
H 1.66485 1.02321 2.62501
H 1.09724 0.69655 -1.79362
H -3.26970 2.48801 -0.95439
H -0.40713 0.80760 -0.10268
H 3.29274 1.49737 1.30926
H 0.14995 -0.66461 2.23378
H -1.75689 3.12933 1.08933
H 3.36697 -0.38960 -0.56966
H -1.45035 -0.09931 -2.23585
H -3.14906 3.97076 -0.51637
H 0.48321 1.93102 1.53262
H 2.71123 -0.79111 1.90936
H -1.25740 -1.86785 -2.36674
H -2.73468 -1.12879 -1.68555
H 0.50455 -2.55326 0.44930
H -1.89562 3.58788 -1.78434
H -1.04575 -3.10254 0.81201
H -3.59800 0.26676 1.14752
H 2.11592 -2.02393 0.64742
H 1.09068 -1.10402 -1.68326
*
```

Results
frontier orbital gap (alpha / beta): 8.1 / 8.1 eV
energy above the lowest of the compared OMol25 structures with the same formula, charge and spin: 163.1 kcal/mol
E: -662.899585 Eh
E_LUMO (alpha / beta): -0.53 / -0.53 eV
M: 211.3 g/mol

***

5.
Entry from OMol25: C13H22N3O9SSiSm as an isolated structure at a distorted geometry (ωB97M-V with the def2-TZVPD basis set).

Geometry as ORCA input:
```
! wB97M-V def2-TZVPD RIJCOSX def2/J DEFGRID3
* xyz 0 6
Sm -2.06545 2.18384 -0.83729
S 2.40556 -3.35890 2.48167
Si -0.74710 2.04272 -3.46795
O -3.61576 -1.36508 3.84915
O -0.89046 2.55454 1.01758
O 2.30970 -4.35749 1.44193
O -2.54079 4.24722 -0.25538
O -2.10588 -2.90089 3.72944
O -3.61151 2.61460 0.69197
O 2.19460 -3.71474 3.85987
O -1.79504 1.06816 -2.70036
O -1.36256 3.89515 2.81217
N -1.08627 -1.69245 1.37740
N -2.63510 -1.87014 3.35041
N -2.08287 -0.04485 0.29522
C 0.69850 2.29719 -2.24088
C 3.97136 -2.54620 2.34594
C -0.07447 -2.71731 1.67143
C 1.25090 -2.07026 2.06879
C -2.77896 -0.27751 1.44742
C 4.43622 -2.34553 0.90795
C -1.55076 3.75472 -3.51861
C -2.18075 -1.28091 2.12013
C -1.59149 3.40432 1.74865
C -0.08968 1.47794 -5.08515
C -1.07096 -0.90588 0.28152
C -0.07104 -1.02230 -0.81506
C -2.80391 3.58673 0.79537
H 0.34728 0.47994 -4.98180
H -0.51782 -0.62489 -1.72368
H -0.85334 4.53682 -3.83077
H -2.41441 3.77870 -4.18943
H 0.68398 2.15903 -5.45284
H 5.46748 -1.99566 0.90095
H 0.37485 2.42876 -1.20189
H 1.14004 -1.44970 2.95978
H 0.82924 -0.44445 -0.59003
H 1.27820 3.18977 -2.48863
H -0.44434 -3.33623 2.47692
H -1.91850 4.07097 -2.53437
H 3.83096 -1.60273 0.38431
H -3.65363 0.28081 1.72815
H 1.69046 -1.48913 1.25795
H 0.22068 -2.05956 -0.97962
H 0.04639 -3.34762 0.79606
H 3.86664 -1.60948 2.89943
H 1.37995 1.44145 -2.23778
H 4.63262 -3.20535 2.91385
H -0.88509 1.42265 -5.83457
H 4.38230 -3.28078 0.35469
*
```

Results
frontier orbital gap (alpha / beta): 9.0 / 9.0 eV
E: -2695.696821 Eh
E_LUMO (alpha / beta): -0.80 / -0.80 eV
M: 574.8 g/mol

***

6.
Entry from OMol25: C13H23BN6OOsSi as an isolated structure at a distorted geometry (ωB97M-V with the def2-TZVPD basis set).

Geometry as ORCA input:
```
! wB97M-V def2-TZVPD RIJCOSX def2/J DEFGRID3
* xyz 4 5
Os -0.93404 1.57389 -0.50560
Si 2.25996 2.35983 0.05953
O 0.94093 1.41367 0.12254
N -1.11015 0.33848 1.32600
N 0.95485 -3.03877 -0.09287
N -0.38651 -3.22853 0.27081
N -1.86157 -0.05465 -1.28567
N -1.29237 -0.99875 1.56515
N -2.21194 -1.29672 -0.69057
C -1.08148 0.99284 2.50389
C 1.52504 -4.24400 -0.20042
C -1.38560 0.07598 3.51370
C -0.27745 1.80600 -2.29634
C -1.52703 -1.14999 2.89175
C -3.80993 -0.75245 -2.16321
C -3.41376 -1.64049 -1.18337
C 3.02383 2.20940 1.76824
C 3.60765 1.65712 -1.06934
C 0.58382 -5.24903 0.14284
C -2.82720 0.23434 -2.21545
C 1.89890 4.13374 -0.44457
C -0.58936 -4.56864 0.43738
B -1.52644 -2.08798 0.48662
H 3.88348 2.88701 1.83853
H 3.37521 1.18165 1.93477
H 0.75836 -6.30463 0.15644
H -1.53830 -4.94116 0.76207
H 2.55581 -4.40719 -0.50155
H -1.78429 -2.12441 3.28409
H 0.56428 2.45776 -2.49179
H -1.10894 2.47210 -1.75470
H 1.06737 4.55789 0.13806
H -0.83052 2.05533 2.52761
H 2.31496 2.46107 2.56645
H -0.72894 1.42004 -3.20864
H 3.31151 1.58124 -2.12283
H -1.47800 0.30201 4.56316
H 4.49023 2.31468 -1.01456
H -3.94486 -2.47318 -0.74640
H -2.75459 1.08975 -2.87804
H -4.70846 -0.77453 -2.75860
H 3.91630 0.66104 -0.72166
H 1.64557 4.19565 -1.51289
H 0.09956 0.89646 -1.68651
H 2.77682 4.77142 -0.26872
H -2.44272 -2.76530 0.95466
*
```

Results
frontier orbital gap (alpha / beta): 6.9 / 4.9 eV
energy above the lowest of the compared OMol25 structures with the same formula, charge and spin: 56.5 kcal/mol
E: -1316.027231 Eh
E_LUMO (alpha / beta): -15.33 / -17.28 eV
M: 508.5 g/mol

***

7.
Entry from OMol25: C13H23BN6OsSi as an isolated structure at a distorted geometry (ωB97M-V with the def2-TZVPD basis set).

Geometry as ORCA input:
```
! wB97M-V def2-TZVPD RIJCOSX def2/J DEFGRID3
* xyz 2 5
Os -0.56250 -0.73890 0.16934
Si -0.06077 -0.18414 2.40901
N 0.50061 1.84079 -1.56609
N -0.80296 0.06940 -2.68289
N 1.59109 -0.39149 -1.96003
N -0.03704 1.58772 -0.31937
N 1.35802 -0.85167 -0.65892
N -1.47768 -0.41756 -1.49039
C -1.65222 -0.03573 -3.71482
C 0.40739 3.78797 -0.53350
C 2.32847 -1.80917 -0.34048
C 0.66238 -1.76052 3.22515
C -2.83363 -0.59740 -3.27962
C -0.10259 2.78434 0.30730
C 3.15012 -1.88943 -1.43376
C -1.62946 0.35685 3.39999
C 1.22769 1.15297 2.89844
C 0.77735 3.15548 -1.69765
C -1.95631 -1.76383 1.02422
C -2.71014 -0.82755 -1.91750
C 2.70364 -0.98006 -2.38835
B 0.63989 0.69038 -2.60156
H 2.17828 0.96996 2.37796
H -1.22293 -2.42709 1.50447
H -1.42080 0.36673 4.48399
H 0.82415 -1.59828 4.30022
H -0.00164 -2.62534 3.11613
H 0.39975 -1.74910 -0.76918
H -0.48163 2.87114 1.32062
H 1.21781 3.49570 -2.64113
H 0.49932 4.85353 -0.32120
H -2.67282 -1.22304 1.64366
H -3.41942 -1.24227 -1.19621
H -1.93681 1.37040 3.09952
H -3.72315 -0.83407 -3.87668
H -2.27310 -2.20326 0.07301
H 0.90100 2.17082 2.64164
H -2.47931 -0.31635 3.23352
H 1.42779 1.12989 3.98626
H 1.62777 -2.02027 2.77232
H 1.05244 1.06592 -3.66040
H -1.28419 0.31228 -4.68766
H 4.00663 -2.55045 -1.48956
H 3.07085 -0.68518 -3.37191
H 2.18867 -2.31011 0.61210
*
```

Results
frontier orbital gap (alpha / beta): 8.1 / 5.5 eV
energy above the lowest of the compared OMol25 structures with the same formula, charge and spin: 18.3 kcal/mol
E: -1241.949213 Eh
E_LUMO (alpha / beta): -7.57 / -10.15 eV
M: 492.5 g/mol

***

8.
Entry from OMol25: C13H23BeBrNP as an isolated structure at a distorted geometry (ωB97M-V with the def2-TZVPD basis set).

Geometry as ORCA input:
```
! wB97M-V def2-TZVPD RIJCOSX def2/J DEFGRID3
* xyz 0 1
Br -0.94140 -1.14104 3.16156
P 0.73788 1.93504 0.74959
N 0.82522 -1.90085 0.43858
C -2.55709 -0.95380 -1.73041
C 1.38997 -1.43626 -0.83398
C -2.76944 0.26350 -2.37117
C 1.50383 3.32027 1.60480
C -0.19691 -2.94753 0.24340
C -1.46044 1.30246 -0.60993
C 1.90316 -2.37668 1.32306
C -1.23202 0.06508 -0.03820
C -0.80341 2.51936 -0.02360
C -1.77679 -1.07594 -0.55745
C -2.24149 1.41235 -1.77999
C 1.72138 1.92763 -0.80710
C -1.62942 -2.40784 0.09786
Be -0.30127 -0.20435 1.47187
H 2.52940 -1.51403 1.56145
H 2.54412 -3.15422 0.85566
H -1.37195 3.01590 0.78095
H -2.36952 2.37531 -2.26465
H 1.45263 -2.71222 2.26699
H -0.16305 -3.59427 1.13059
H 2.13410 -0.66149 -0.62096
H 1.26305 1.32356 -1.60080
H -3.32230 0.30733 -3.32866
H 0.60187 -1.01374 -1.47302
H 1.70482 2.97697 -1.13778
H -0.49987 3.27756 -0.76242
H -2.17669 -3.16629 -0.46513
H -2.04597 -2.40726 1.11306
H 1.91796 -2.24760 -1.36904
H -2.97460 -1.86000 -2.14719
H 1.11658 0.51919 1.32222
H -0.27570 1.41654 1.87987
H 2.50982 3.01142 1.94774
H 2.77054 1.63629 -0.66487
H 1.59046 4.12237 0.84608
H 0.05427 -3.56021 -0.64671
H 0.83828 3.60748 2.43776
*
```

Results
frontier orbital gap: 8.4 eV
energy above the lowest of the compared OMol25 structures with the same formula, charge and spin: 0.0 kcal/mol
E: -3493.988276 Eh
E_LUMO: 0.42 eV
M: 313.2 g/mol